Entry 1:
DFT (ωB97M-V/def2-TZVPD) results for C7H10Cl10F18NO8P3S2V2 as an isolated structure in a non-equilibrium geometry.

ORCA input file:
```
! RIJCOSX wB97M-V def2-TZVPD def2/J DEFGRID3
* xyz -2 7
V -1.334 -1.502 -0.977
V -0.187 1.956 2.617
P -0.603 0.688 4.817
O -1.658 0.698 5.883
O -1.550 1.702 4.207
O -0.917 0.120 3.436
O 0.229 1.960 4.639
P -2.192 -4.275 -0.399
F -0.753 -4.435 -1.225
F -2.693 -3.211 -1.458
F -2.993 -5.516 -1.108
F -3.521 -4.166 0.531
F -1.639 -5.364 0.667
F -1.481 -3.134 0.376
P -2.852 0.586 0.625
F -1.977 1.808 1.321
F -3.334 0.211 2.105
F -4.127 1.568 0.411
F -3.591 -0.701 -0.058
F -2.258 0.902 -0.833
F -1.539 -0.376 0.762
C 1.535 -2.302 1.173
F 1.128 -3.183 0.258
F 0.681 -2.277 2.191
F 2.770 -2.634 1.619
S 1.613 -0.507 0.396
O 0.946 0.440 1.302
O 3.018 -0.272 0.218
N 0.583 -0.780 -1.014
S 1.435 -0.140 -2.106
O 1.637 1.257 -1.830
O 2.640 -0.828 -2.565
C 0.111 -0.174 -3.554
F 0.669 -0.054 -4.717
F -0.584 -1.315 -3.425
F -0.855 0.799 -3.385
C 1.979 4.271 -0.205
Cl 0.632 3.440 0.533
Cl 2.713 5.355 0.974
H 2.803 3.677 -0.602
H 1.595 5.018 -0.900
C -1.814 4.157 -3.065
Cl -0.126 3.969 -3.676
Cl -1.960 5.014 -1.540
H -2.472 4.688 -3.752
H -2.339 3.209 -2.947
C -1.537 1.878 -6.679
Cl -1.686 0.382 -7.603
Cl -2.210 3.277 -7.440
H -2.056 1.783 -5.725
H -0.472 2.005 -6.486
C 4.021 0.735 3.585
Cl 2.958 -0.711 3.861
Cl 3.200 1.986 2.708
H 4.519 1.065 4.497
H 4.742 0.340 2.870
C 2.347 -4.517 4.160
Cl 1.070 -4.545 5.381
Cl 2.043 -5.667 2.832
H 2.401 -3.518 3.726
H 3.295 -4.839 4.592
*
```

Summary:
E_LUMO (spin up / spin down) (eV): 3.270 / 3.271


Entry 2:
DFT (ωB97M-V/def2-TZVPD) results for C36H64B2N6P2SbSe4Ti as an isolated structure.

ORCA input file:
```
! RIJCOSX wB97M-V def2-TZVPD def2/J DEFGRID3
* xyz -1 3
Ti -0.386 0.789 0.440
C 4.084 -1.851 -3.939
C 3.320 -0.540 -3.755
C 1.854 -0.792 -4.140
C 3.866 0.514 -4.724
P 3.241 0.208 -2.023
C 2.996 -1.256 -0.893
N 1.669 -1.847 -0.950
B 0.390 -1.237 -0.585
N -0.554 -2.318 -0.821
C -1.989 -2.287 -0.693
P -2.560 -0.530 -0.741
C -2.803 -0.252 -2.599
C -1.504 -0.645 -3.311
C -3.937 -1.054 -3.241
C -3.070 1.236 -2.857
C -4.260 -0.693 0.052
C -4.009 -0.919 1.548
C -5.037 0.616 -0.121
C -5.117 -1.870 -0.434
C 0.104 -3.470 -1.214
C -0.385 -4.736 -1.492
C 0.522 -5.737 -1.826
C 1.885 -5.474 -1.854
C 2.379 -4.202 -1.572
C 1.481 -3.187 -1.276
C 4.977 0.761 -1.509
C 5.039 0.808 0.025
C 6.155 -0.085 -1.993
C 5.137 2.206 -2.005
H 4.066 -2.127 -4.999
H 3.609 -2.663 -3.394
H 5.125 -1.787 -3.633
H 1.809 -1.227 -5.144
H 1.283 0.140 -4.153
H 1.363 -1.483 -3.454
H 3.675 0.190 -5.752
H 4.940 0.664 -4.619
H 3.372 1.479 -4.581
H 3.153 -0.858 0.110
H 3.753 -2.023 -1.061
H -2.323 -2.733 0.250
H -2.452 -2.858 -1.505
H -1.352 -1.726 -3.319
H -0.627 -0.197 -2.851
H -1.555 -0.305 -4.351
H -3.903 -2.116 -2.992
H -3.840 -0.967 -4.327
H -4.916 -0.661 -2.969
H -2.255 1.861 -2.507
H -3.983 1.583 -2.376
H -3.178 1.393 -3.935
H -3.238 -0.255 1.926
H -3.722 -1.950 1.769
H -4.924 -0.703 2.105
H -4.449 1.484 0.183
H -5.921 0.595 0.520
H -5.374 0.750 -1.150
H -4.562 -2.810 -0.463
H -5.568 -1.703 -1.408
H -5.931 -1.999 0.285
H -1.445 -4.948 -1.432
H 0.162 -6.734 -2.044
H 2.581 -6.270 -2.089
H 3.447 -4.030 -1.570
H 5.138 -0.188 0.461
H 4.169 1.298 0.459
H 5.920 1.384 0.321
H 6.074 -1.122 -1.661
H 7.078 0.324 -1.568
H 6.265 -0.077 -3.077
H 4.371 2.850 -1.567
H 5.074 2.286 -3.090
H 6.114 2.590 -1.696
C -0.766 -1.508 2.802
C -0.398 -2.230 4.121
N 0.884 -1.755 4.640
C 1.894 -1.939 3.606
C 1.550 -1.111 2.345
N 0.224 -0.454 2.484
C 0.310 0.456 3.664
C 0.775 -0.320 4.917
H -1.737 -1.031 2.906
H -0.789 -2.200 1.956
H -0.332 -3.310 3.969
H -1.164 -2.035 4.872
H 1.945 -3.003 3.365
H 2.865 -1.642 4.008
H 1.523 -1.753 1.468
H 2.281 -0.322 2.172
H -0.676 0.877 3.832
H 0.981 1.275 3.410
H 0.056 -0.172 5.725
H 1.750 0.032 5.261
Se -2.336 3.342 5.578
Sb -3.506 2.140 3.790
Se -3.175 0.219 5.270
Se -5.676 2.785 3.006
Se -1.932 2.196 1.766
C 0.313 4.538 -2.847
C 0.796 3.252 -3.028
C 0.418 2.272 -2.133
N -0.395 2.497 -1.094
C -0.840 3.746 -0.912
C -0.518 4.785 -1.768
H 0.593 5.336 -3.523
H 1.472 3.005 -3.835
H 0.819 1.271 -2.220
H -1.476 3.907 -0.052
H -0.906 5.773 -1.567
B 2.852 3.969 1.165
C 2.099 2.603 0.967
N 1.607 1.572 0.765
H 2.882 4.501 0.071
H 2.225 4.615 1.971
H 3.966 3.698 1.564
*
```

Summary:
ΔE to the lowest compared entry with this formula, charge and spin (kJ/mol): 0.0
E_LUMO (spin up / spin down) (eV): 1.865 / 1.153


Entry 3:
DFT (ωB97M-V/def2-TZVPD) results for C12H30F2MnN2O4 as an isolated structure in a non-equilibrium geometry.

ORCA input file:
```
! RIJCOSX wB97M-V def2-TZVPD def2/J DEFGRID3
* xyz 0 6
Mn 0.940 0.610 -1.196
F 0.526 2.384 -2.309
F 2.781 1.154 -0.698
C 1.736 -1.898 2.689
O 1.653 -0.763 1.964
C 1.048 0.222 2.819
C 0.847 1.470 1.962
N 0.065 1.388 0.749
C -1.362 1.214 1.114
C -1.983 1.732 2.453
O -1.991 3.157 2.435
C -2.209 3.749 3.719
H 2.282 -2.646 2.113
H 0.776 -2.413 2.694
H 2.224 -1.777 3.656
H 1.799 0.375 3.594
H 0.128 -0.112 3.300
H 1.849 1.801 1.691
H 0.424 2.333 2.477
H 0.035 2.394 0.675
H -1.603 0.151 1.078
H -1.885 1.639 0.258
H -1.498 1.349 3.351
H -2.998 1.337 2.499
H -2.027 4.823 3.726
H -1.723 3.333 4.602
H -3.275 3.624 3.909
C -2.059 0.177 -2.806
O -1.081 -0.247 -1.804
C -1.110 -1.646 -1.517
C -0.160 -2.038 -0.357
N 1.108 -1.493 -0.575
C 1.943 -2.311 -1.434
C 1.739 -1.967 -3.000
O 1.292 -0.629 -3.198
C 0.688 -0.263 -4.456
H -1.845 1.227 -3.005
H -3.073 0.263 -2.414
H -2.095 -0.375 -3.745
H -0.896 -2.341 -2.329
H -2.146 -1.898 -1.290
H -0.192 -3.127 -0.337
H -0.552 -1.653 0.584
H 1.543 -1.429 0.334
H 1.969 -3.383 -1.241
H 2.976 -2.037 -1.217
H 1.102 -2.726 -3.454
H 2.615 -2.085 -3.638
H 1.408 -0.384 -5.266
H 0.315 0.762 -4.462
H -0.051 -1.028 -4.693
*
```

Summary:
ΔE to the lowest compared entry with this formula, charge and spin (kJ/mol): 227.1
E_LUMO (spin up / spin down) (eV): 0.392 / 0.388


Entry 4:
DFT (ωB97M-V/def2-TZVPD) results for C30H47BClN8O5OsP2S2 as an isolated structure in a non-equilibrium geometry.

ORCA input file:
```
! RIJCOSX wB97M-V def2-TZVPD def2/J DEFGRID3
* xyz 1 1
Os -0.437 -0.492 -0.066
C 0.365 -3.317 -4.465
N 1.052 -3.420 -3.186
C 1.978 -4.385 -2.850
C 2.394 -4.099 -1.600
N 1.744 -2.958 -1.172
B 2.207 -2.174 0.124
N 1.734 -2.854 1.433
C 2.479 -3.831 2.075
C 1.933 -4.053 3.285
N 0.845 -3.208 3.388
C -0.026 -3.080 4.547
C 0.738 -2.489 2.253
S -0.593 -1.397 2.036
C 0.924 -2.561 -2.156
S -0.137 -1.188 -2.254
H 0.467 -4.267 -4.983
H 0.798 -2.522 -5.069
H -0.687 -3.096 -4.297
H 2.242 -5.180 -3.524
H 3.114 -4.604 -0.982
H 3.415 -2.173 0.121
H 2.150 -0.291 -0.541
H 3.354 -4.260 1.621
H 2.202 -4.732 4.073
H 0.110 -3.952 5.179
H -1.063 -3.018 4.220
H 0.217 -2.178 5.108
C 5.579 2.043 -1.863
N 5.050 2.328 -0.538
C 5.537 3.561 0.064
P 3.773 1.462 0.030
O 1.661 -0.829 0.100
O 2.537 2.644 0.032
P 0.986 2.732 0.019
O 0.227 1.465 0.284
N 0.609 3.271 -1.480
C -0.566 2.826 -2.223
C 1.149 4.548 -1.930
N 0.670 3.788 1.230
C -0.741 4.007 1.558
C 1.529 4.920 1.557
N 4.064 1.510 1.702
C 2.959 1.119 2.576
C 5.327 0.923 2.145
H 6.667 1.959 -1.824
H 5.321 2.834 -2.573
H 5.176 1.101 -2.231
H 6.627 3.543 0.134
H 5.127 3.670 1.065
H 5.248 4.427 -0.539
H -1.018 1.955 -1.753
H -0.284 2.562 -3.244
H -1.320 3.617 -2.264
H 1.996 4.849 -1.314
H 0.389 5.333 -1.888
H 1.502 4.462 -2.959
H -1.319 3.104 1.369
H -1.166 4.835 0.980
H -0.826 4.247 2.618
H 2.568 4.682 1.348
H 1.436 5.135 2.622
H 1.245 5.821 1.003
H 2.000 1.469 2.201
H 3.107 1.562 3.563
H 2.904 0.030 2.695
H 6.089 1.016 1.374
H 5.213 -0.139 2.393
H 5.682 1.443 3.037
Cl -8.743 1.579 -1.493
C -7.142 1.202 -0.934
C -6.073 1.335 -1.807
C -4.799 1.022 -1.360
C -4.597 0.593 -0.053
C -5.681 0.480 0.810
C -6.961 0.778 0.372
C -3.237 0.224 0.456
O -3.018 0.035 1.642
O -2.331 0.108 -0.476
H -6.243 1.678 -2.817
H -3.953 1.110 -2.027
H -5.507 0.157 1.827
H -7.813 0.687 1.032
C -1.928 -2.500 -0.273
C -1.338 -3.821 -0.127
C -0.981 -4.561 -1.255
C -0.444 -5.831 -1.128
C -0.251 -6.377 0.134
C -0.629 -5.668 1.265
C -1.183 -4.403 1.136
H -2.401 -2.045 0.580
H -2.193 -2.132 -1.250
H -1.166 -4.138 -2.233
H -0.188 -6.405 -2.010
H 0.168 -7.370 0.234
H -0.517 -6.115 2.245
H -1.531 -3.861 2.003
*
```

Summary:
ΔE to the lowest compared entry with this formula, charge and spin (kJ/mol): 92.5
E_LUMO (spin up / spin down) (eV): -3.557 / -3.532


Entry 5:
DFT (ωB97M-V/def2-TZVPD) results for a 2-piece molecular cluster, C4H12 overall in a non-equilibrium geometry.

ORCA input file:
```
! RIJCOSX wB97M-V def2-TZVPD def2/J DEFGRID3
* xyz 0 1
C 1.547 -6.063 3.218
H 2.584 -6.285 2.981
H 0.950 -6.993 3.205
H 1.242 -5.324 2.447
H 1.310 -5.600 4.207
C -1.297 2.289 -0.363
C -0.767 3.294 -1.411
C 0.020 2.683 -2.520
H -1.309 1.315 -1.007
H -2.301 2.484 -0.065
H -0.640 2.227 0.537
H -0.242 4.155 -0.848
H -1.702 3.896 -1.831
H -0.463 1.732 -2.912
H 0.004 3.387 -3.446
H 1.065 2.801 -2.191
*
```

Summary:
ΔE to the lowest compared entry with this formula, charge and spin (kJ/mol): 98.2
E_LUMO (eV): 1.288